16
Properties=species:S:1:pos:R:3 method="wB97M-V/def2-TZVPD" e_above_lowest_kj_mol=0.0 orbital_gap_ev=10.4 e_lumo_ev=0.097 smiles="C[C@H]([Si](C)=O)C(F)(F)F"
C 0.85381 0.51738 -1.38499
C 0.24693 0.92787 -0.01507
Si 0.62451 -0.19432 1.44649
C 0.11532 -1.90379 0.82429
O 1.22911 0.18051 2.81277
C -1.25243 1.01227 -0.21705
F -1.76901 0.01357 -0.97703
F -1.74539 2.15709 -0.72169
F -1.90069 0.86421 0.94966
H 0.54690 1.20270 -2.23612
H 1.84034 0.56728 -1.17668
H 0.50047 -0.55560 -1.73192
H 0.55936 1.86706 0.28915
H -1.00254 -2.02183 0.97483
H 0.58989 -1.85098 -0.17555
H 0.56341 -2.78340 1.33891

=====

26
Properties=species:S:1:pos:R:3 method="wB97M-V/def2-TZVPD" charge=+1 orbital_gap_ev=8.7 e_lumo_ev=-3.707
C 2.51602 2.19978 0.91930
C 1.54596 1.23964 1.16292
C 2.24698 2.75403 -0.32290
C 0.67286 1.22468 0.05812
C -2.20120 -1.11528 -0.26635
C -0.42948 -1.12432 1.46854
C -0.49599 0.52554 -0.27488
N 1.14492 2.18022 -0.81585
N -1.02697 -0.50657 0.31411
O 0.44642 -0.38121 -2.55808
O 1.74591 -2.18101 -1.40219
P 1.53799 -1.33204 -2.73639
Cl 1.25079 -2.67185 -4.18065
Cl 3.30511 -0.45729 -3.06625
H 3.31954 2.47939 1.56782
H 1.47181 0.66461 2.06202
H 2.78094 3.51610 -0.85564
H -1.92350 -1.68974 -1.15366
H -2.67473 -1.77892 0.45276
H -2.92192 -0.35426 -0.56599
H -0.51464 -0.46257 2.33066
H -0.93450 -2.05847 1.69769
H 0.62503 -1.32890 1.28096
H -1.01766 0.87886 -1.15541
H 0.76062 2.33968 -1.73683
H 2.45010 -2.82928 -1.45069

=====

63
Properties=species:S:1:pos:R:3 method="wB97M-V/def2-TZVPD" orbital_gap_ev=1.3 e_lumo_ev=-5.743
C -1.33898 0.70089 0.81153
C -1.70419 0.20167 -0.38409
C -2.06390 1.13431 -1.50114
S -3.81316 1.64957 -1.46664
B -4.95919 0.14025 -1.09725
N -5.51536 0.10210 0.16866
O -5.12427 -0.74300 -2.12731
P -4.29462 3.00206 0.19675
O -3.93243 2.26390 1.59200
O -3.33426 4.31921 0.05357
H -1.91325 0.47432 1.70040
H -0.46518 1.35452 0.81048
H -1.69940 -0.86798 -0.57547
H -1.46174 2.04182 -1.38171
H -1.78612 0.67728 -2.45160
H -4.92984 -0.32833 0.87345
H -6.53176 -0.29980 0.20939
H -5.36316 -0.21774 -2.90786
H -4.75919 1.91842 1.96529
H -2.49179 4.06037 -0.35432
C 0.69105 2.38733 5.01274
C 0.42796 1.44632 3.85247
O 1.49089 1.51256 2.90580
H 0.79548 3.41225 4.65087
H -0.11806 2.35312 5.74372
H 1.62538 2.12512 5.51454
H -0.49097 1.72093 3.33710
H 0.33192 0.41376 4.20470
H 2.30163 1.26069 3.36078
O -3.38814 -2.27692 -3.99297
H -3.45825 -3.21662 -3.79534
H -3.87850 -1.84721 -3.28296
B 3.18804 4.35177 1.41228
F 3.92754 5.51121 0.79604
F 2.20511 3.97021 0.58146
F 4.04356 3.36278 1.66842
F 2.60084 4.82237 2.66118
C 3.19110 -3.20195 -0.30390
C 1.82453 -2.95613 -0.37428
C 1.26975 -1.92351 0.36890
C 2.07607 -1.13079 1.17199
C 3.44307 -1.37609 1.23718
C 3.99992 -2.41397 0.50317
H 3.62370 -4.00883 -0.87996
H 1.19483 -3.57051 -1.00785
H 0.20687 -1.73533 0.32071
H 1.64142 -0.32023 1.74874
H 4.07465 -0.75648 1.86175
H 5.06365 -2.60731 0.55808
C 3.00030 -2.60223 -3.91910
O 3.07248 -3.81514 -3.42927
H 3.94891 -2.01115 -3.85798
H 2.73994 -2.51724 -4.99190
H 2.28064 -1.91704 -3.41714
Ca 3.20084 6.72436 2.19916
C 0.46542 -5.98012 -2.90056
O 1.11313 -6.93538 -3.38132
O 0.62365 -4.81093 -3.63365
O -0.25465 -5.94970 -1.91327
H 1.23307 -5.20409 -4.27592
Cl 4.67229 3.45483 -1.25864
Mg 4.77008 6.24552 -0.70312
Br -7.28933 -1.57409 1.51318

=====

118
Properties=species:S:1:pos:R:3 method="wB97M-V/def2-TZVPD" orbital_gap_ev=9.3 e_lumo_ev=0.336 smiles="CCCCCCCCCCCC(=O)OCCCCCCN.Fc1ccccc1.Fc1ccccc1.Fc1ccccc1.Fc1ccccc1.Fc1ccccc1"
C -1.89555 -6.52591 3.29332
C -3.19644 -6.64639 2.34348
C -2.70895 -6.52922 0.80067
C -2.44594 -4.95566 0.51622
C -1.12442 -4.69440 -0.35449
C -0.36953 -3.32251 0.07273
C 1.09822 -3.26668 -0.57317
C 1.34646 -2.02494 -1.54929
C 1.64837 -0.64012 -0.74842
C 3.02687 0.05865 -1.22937
C 3.66776 0.85382 0.00945
C 3.52828 2.45934 -0.12108
O 3.40428 3.07246 0.97522
O 3.58894 3.11246 -1.36980
C 3.03313 4.45021 -1.30336
C 4.03857 5.57437 -0.74984
C 4.05745 6.95042 -1.58446
C 3.90859 8.17851 -0.51994
C 3.58672 9.56255 -1.28784
C 2.09264 9.43323 -1.91410
N 1.45734 10.76377 -2.15426
H -1.44365 -7.52863 3.56986
H -2.24120 -6.02518 4.26229
H -1.08464 -5.86859 2.82619
H -3.79921 -7.59464 2.52734
H -3.87146 -5.75881 2.62599
H -3.55249 -6.91548 0.12310
H -1.77744 -7.16346 0.59567
H -3.33296 -4.48386 -0.04325
H -2.41550 -4.45087 1.53752
H -0.43646 -5.60183 -0.28288
H -1.45078 -4.59232 -1.43801
H -0.29337 -3.38592 1.22218
H -1.01475 -2.40388 -0.16566
H 1.89211 -3.36100 0.24856
H 1.20558 -4.21293 -1.21635
H 2.17706 -2.31170 -2.27085
H 0.38647 -1.82272 -2.14270
H 0.80034 0.09888 -0.98562
H 1.65398 -0.92024 0.35443
H 2.90839 0.67823 -2.17354
H 3.73923 -0.81864 -1.45536
H 3.06541 0.58841 0.95145
H 4.77502 0.61920 0.16487
H 2.05129 4.48688 -0.70266
H 2.72745 4.74831 -2.37329
H 3.67496 5.84131 0.30918
H 5.06410 5.09760 -0.62987
H 5.12111 7.06287 -2.00565
H 3.27890 6.98318 -2.40984
H 3.01317 7.96400 0.15275
H 4.82427 8.26140 0.16182
H 3.57005 10.47723 -0.61297
H 4.38395 9.67068 -2.09845
H 1.47810 8.87462 -1.11463
H 2.14023 8.78657 -2.84713
H 1.35806 11.21600 -1.23137
H 0.52340 10.59138 -2.55434
F 0.47287 6.45325 -3.46624
C 0.31908 5.56765 -4.45684
C -0.55329 4.50338 -4.28943
C -0.71168 3.58052 -5.31773
C 0.01173 3.72536 -6.49819
C 0.88810 4.79436 -6.65416
C 1.03883 5.72413 -5.63097
H -1.10185 4.40165 -3.36033
H -1.39747 2.74884 -5.19904
H -0.10923 3.00231 -7.29808
H 1.45391 4.90398 -7.57283
H 1.71011 6.56791 -5.73963
F -1.86617 -8.58488 5.53689
C -1.45253 -8.13600 6.73295
C -1.91271 -6.91435 7.19807
C -1.48772 -6.45252 8.43915
C -0.59943 -7.21236 9.19583
C -0.14039 -8.43530 8.71608
C -0.57327 -8.90314 7.48008
H -2.59714 -6.33333 6.59176
H -1.84751 -5.50154 8.81617
H -0.26507 -6.84908 10.16204
H 0.55458 -9.02413 9.30472
H -0.23310 -9.85704 7.09482
F -1.18488 -3.82762 -3.51500
C -2.30215 -3.53996 -4.20236
C -3.29616 -4.49852 -4.31894
C -4.45518 -4.19676 -5.02588
C -4.60110 -2.94319 -5.61678
C -3.59304 -1.99081 -5.49684
C -2.43925 -2.28901 -4.78089
H -3.16038 -5.47050 -3.85914
H -5.24325 -4.93597 -5.11752
H -5.50365 -2.70971 -6.17193
H -3.70669 -1.01716 -5.96111
H -1.64769 -1.55690 -4.66970
F -4.92768 -2.26181 -2.69855
C -4.66651 -1.15558 -1.98625
C -3.35994 -0.70515 -1.88413
C -3.08890 0.44432 -1.14941
C -4.12643 1.12435 -0.51656
C -5.43418 0.65987 -0.62231
C -5.70741 -0.48351 -1.36583
H -2.56483 -1.25167 -2.37613
H -2.07063 0.80961 -1.06931
H -3.91367 2.01858 0.06009
H -6.24063 1.18815 -0.12555
H -6.72056 -0.85446 -1.46600
F 1.39656 2.39634 7.31766
C 2.09204 2.15665 6.19343
C 1.89255 2.96390 5.08452
C 2.61626 2.71902 3.92178
C 3.52293 1.66322 3.87881
C 3.71116 0.85620 4.99724
C 2.99588 1.10720 6.16359
H 1.17651 3.77581 5.13466
H 2.47430 3.34817 3.05134
H 4.08339 1.47089 2.97033
H 4.41498 0.03160 4.96070
H 3.13608 0.49474 7.04647

=====

Repeat the first record exactly.
16
Properties=species:S:1:pos:R:3 method="wB97M-V/def2-TZVPD" e_above_lowest_kj_mol=0.0 orbital_gap_ev=10.4 e_lumo_ev=0.097 smiles="C[C@H]([Si](C)=O)C(F)(F)F"
C 0.85381 0.51738 -1.38499
C 0.24693 0.92787 -0.01507
Si 0.62451 -0.19432 1.44649
C 0.11532 -1.90379 0.82429
O 1.22911 0.18051 2.81277
C -1.25243 1.01227 -0.21705
F -1.76901 0.01357 -0.97703
F -1.74539 2.15709 -0.72169
F -1.90069 0.86421 0.94966
H 0.54690 1.20270 -2.23612
H 1.84034 0.56728 -1.17668
H 0.50047 -0.55560 -1.73192
H 0.55936 1.86706 0.28915
H -1.00254 -2.02183 0.97483
H 0.58989 -1.85098 -0.17555
H 0.56341 -2.78340 1.33891